No. 1
C62H160N12O19 | ωB97M-V with the def2-TZVPD basis set

ORCA input file:
```
! RIJCOSX wB97M-V def2-TZVPD def2/J DEFGRID3
* xyz 0 1
C -5.2227 0.9830 3.1151
C -6.5883 0.4834 3.3989
C -6.9389 0.5610 4.8747
O -6.0056 0.1602 5.8084
C -5.6411 -1.2154 5.7354
N -7.5598 1.2148 2.5472
H -4.8768 0.8953 2.0612
H -4.5030 0.3453 3.6593
H -5.1899 2.0161 3.4843
H -6.7123 -0.5627 3.1361
H -7.9000 0.0079 5.0381
H -7.1737 1.6122 5.1089
H -6.4491 -1.9050 5.9694
H -4.9042 -1.5052 6.4819
H -5.2628 -1.5617 4.7529
H -7.5710 2.2225 2.7475
H -8.5416 0.8925 2.6566
C 1.9832 1.2502 4.1168
C 3.0078 1.8392 3.2123
C 2.5237 2.9461 2.3494
O 2.1745 4.0838 3.1800
C 1.5740 5.1911 2.5903
N 4.2351 2.1898 3.9164
H 2.4039 0.3462 4.5296
H 1.1420 0.8498 3.5422
H 1.5842 1.9374 4.8384
H 3.2884 0.9952 2.5844
H 1.6275 2.6409 1.8312
H 3.3308 3.2682 1.6516
H 0.7011 4.8813 2.0072
H 2.1886 5.8028 1.8918
H 1.1574 5.8688 3.2968
H 4.0874 2.9303 4.6019
H 4.5782 1.3863 4.4256
C -5.8152 2.0389 -0.4124
C -5.1810 0.8427 -1.0297
C -6.2172 -0.1348 -1.5321
O -5.5892 -1.2431 -2.2527
C -6.4946 -2.2692 -2.6343
N -4.1706 1.2119 -2.0505
H -6.2868 2.6175 -1.2115
H -5.1324 2.6898 0.1030
H -6.6069 1.7175 0.3021
H -4.6540 0.2306 -0.3259
H -6.8889 0.3355 -2.2590
H -6.7885 -0.5792 -0.6831
H -6.1813 -2.7516 -3.5642
H -7.5114 -1.9336 -2.8969
H -6.6000 -3.0560 -1.9075
H -3.7718 0.4263 -2.5899
H -4.5119 1.8647 -2.7446
C -2.2264 -3.3951 -2.3200
C -2.2409 -2.9595 -3.7689
C -2.7180 -4.0516 -4.7271
O -2.7385 -3.7128 -6.0988
C -1.4923 -3.6654 -6.7346
N -3.0620 -1.7476 -3.9508
H -3.2169 -3.7899 -2.0468
H -1.9333 -2.5962 -1.6293
H -1.4908 -4.1773 -2.2006
H -1.2031 -2.7543 -4.0684
H -3.7547 -4.3639 -4.4652
H -2.0386 -4.9139 -4.6446
H -0.6746 -3.0752 -6.3295
H -1.5828 -3.3520 -7.7804
H -1.0757 -4.6701 -6.8327
H -3.3495 -1.6234 -4.8932
H -3.8939 -1.6910 -3.3984
C -1.2226 1.5553 1.7357
C -0.7580 2.0768 0.3969
C -0.4031 0.9763 -0.5606
O 0.4646 -0.0132 -0.0312
C 0.6761 -1.1235 -0.8186
N -1.7598 2.9851 -0.2320
H -2.1233 0.9675 1.5372
H -1.4510 2.4168 2.3316
H -0.4017 0.9535 2.1429
H 0.1158 2.7247 0.4576
H 0.0689 1.3283 -1.5112
H -1.3945 0.4924 -0.8361
H 1.3558 -0.9045 -1.6353
H -0.2791 -1.5492 -1.1547
H 1.1820 -1.8525 -0.1758
H -1.3697 3.3837 -1.0764
H -2.5716 2.4913 -0.6030
C 8.4684 -5.3944 -5.4132
O 7.4998 -4.5446 -4.7283
C 6.4031 -4.2121 -5.5939
C 5.4043 -3.3217 -4.7713
N 6.2002 -2.1414 -4.3765
C 5.6277 -1.1786 -3.4573
C 4.2370 -0.6739 -3.8275
O 3.2781 -1.6789 -3.4363
C 2.0437 -1.5277 -3.9902
H 9.2249 -5.4717 -4.6653
H 8.8531 -4.9455 -6.3243
H 7.9515 -6.3423 -5.6104
H 5.9363 -5.1292 -5.9844
H 6.7696 -3.6128 -6.4552
H 5.0326 -3.8621 -3.8833
H 4.5296 -3.0355 -5.3724
H 7.0308 -2.5417 -3.9557
H 6.2998 -0.3050 -3.4204
H 5.5578 -1.6230 -2.4448
H 4.1674 -0.5032 -4.9145
H 3.9506 0.2725 -3.3602
H 1.5786 -0.5477 -3.8185
H 1.4033 -2.2311 -3.4722
H 2.0897 -1.7104 -5.0544
C -1.1939 4.5356 4.6840
O -2.1060 5.5755 4.7389
C -1.6465 6.7959 4.1843
C -2.6191 7.9785 4.3320
N -3.6534 8.1091 3.3653
C -4.5821 6.9044 3.3555
C -5.4490 7.0070 2.1034
O -4.5377 7.0253 0.9535
C -4.1823 5.7910 0.3886
H -0.2154 4.6963 5.2407
H -0.8796 4.2639 3.6566
H -1.6948 3.6875 5.1306
H -1.4594 6.7057 3.0890
H -0.7149 7.0465 4.6969
H -1.9970 8.8665 4.2786
H -3.0822 8.0088 5.3386
H -3.2609 8.3278 2.4688
H -5.1749 7.0054 4.2658
H -4.0949 5.9089 3.3802
H -5.9646 7.9739 2.0740
H -6.2251 6.2402 2.0250
H -3.6607 5.9611 -0.5678
H -5.0504 5.1231 0.2678
H -3.4491 5.3215 1.0812
C 3.5814 1.2083 -0.9764
O 4.9855 0.9744 -0.9639
C 5.6994 2.0546 -0.2801
C 7.0610 1.5270 -0.0338
N 7.9004 2.6262 0.4469
C 9.2880 2.3089 0.2895
C 9.9078 3.0845 -0.8890
O 11.2250 2.7035 -1.0898
C 11.7118 2.8505 -2.3956
H 3.1788 1.3849 0.0547
H 3.1356 0.3108 -1.4079
H 3.3901 2.0526 -1.6259
H 5.1060 2.3893 0.5713
H 5.7817 2.9304 -0.9396
H 7.4734 1.2467 -1.0141
H 7.0637 0.6213 0.5928
H 7.6530 2.8574 1.4031
H 9.4649 1.2347 0.0875
H 9.8550 2.6115 1.1492
H 9.8520 4.1734 -0.6588
H 9.3664 2.9512 -1.8548
H 11.5109 3.8747 -2.6706
H 11.2300 2.2107 -3.1437
H 12.7689 2.6648 -2.4345
C -1.0175 -3.0498 1.9480
O -2.3704 -3.3182 2.1566
C -3.1905 -2.2302 1.8542
C -4.6440 -2.6831 1.7416
N -5.0380 -3.4034 0.5820
C -4.4819 -4.7442 0.4686
C -5.2432 -5.6516 -0.4466
O -5.0991 -5.2452 -1.7832
C -5.5149 -6.2823 -2.6523
H -0.6605 -2.2892 2.6337
H -0.9006 -2.7593 0.8861
H -0.4588 -3.9733 2.1283
H -2.8884 -1.7242 0.9284
H -3.0922 -1.4596 2.6443
H -5.2649 -1.7931 1.8005
H -4.9275 -3.2994 2.6029
H -4.8131 -2.8936 -0.2626
H -4.4636 -5.1921 1.4877
H -3.4364 -4.7419 0.1663
H -6.3034 -5.7313 -0.1834
H -4.7864 -6.6602 -0.2839
H -6.5776 -6.5734 -2.5178
H -4.8563 -7.1573 -2.4689
H -5.3644 -5.9238 -3.6856
C 0.8700 -7.7507 1.9033
O 1.0201 -6.5101 1.2748
C 0.7848 -6.6318 -0.1219
C 1.2768 -5.3982 -0.8602
N 2.7069 -5.2380 -0.7633
C 3.2786 -4.0979 -1.3835
C 4.7539 -4.1699 -1.0594
O 4.9552 -4.0355 0.3528
C 6.3052 -4.2807 0.7461
H 1.6288 -8.4514 1.5064
H -0.1215 -8.1215 1.7325
H 1.0130 -7.5720 2.9531
H -0.2705 -6.7728 -0.4087
H 1.3336 -7.5382 -0.4988
H 0.7905 -4.5026 -0.4870
H 0.9612 -5.6023 -1.8835
H 3.0573 -5.3188 0.1858
H 2.8475 -3.1360 -1.1165
H 3.1394 -4.0967 -2.4633
H 5.3117 -3.3902 -1.5847
H 5.1066 -5.1533 -1.3741
H 6.9263 -3.4718 0.3794
H 6.7392 -5.2171 0.3724
H 6.3814 -4.1259 1.8055
C -3.3289 7.6230 -3.3075
O -2.1887 6.7907 -3.2643
C -1.0403 7.3962 -3.8465
C 0.0923 6.3053 -4.0352
N -0.4105 5.3176 -5.0143
C 0.5583 4.3162 -5.4089
C 1.0081 3.3680 -4.2745
O -0.1240 2.6390 -3.7536
C -0.7521 1.8328 -4.7513
H -4.0489 7.2343 -2.5994
H -3.7664 7.5706 -4.2996
H -3.0662 8.6629 -3.0648
H -0.7345 8.2609 -3.2665
H -1.3119 7.7368 -4.8541
H 0.3718 5.9191 -3.0434
H 0.9768 6.8260 -4.4861
H -1.1613 4.8535 -4.5213
H 1.4403 4.7811 -5.8779
H 0.0716 3.7138 -6.2165
H 1.4976 3.8555 -3.4399
H 1.7285 2.6543 -4.7193
H -1.3178 1.1237 -4.1406
H 0.0049 1.3393 -5.3745
H -1.4252 2.4147 -5.3853
C 2.8526 -2.3752 2.5722
O 1.8932 -2.4926 3.5565
C 1.8950 -3.6497 4.3775
C 0.7934 -3.5376 5.3739
N 1.1724 -2.5061 6.3452
C 0.1702 -2.2171 7.3637
C -1.0256 -1.5002 6.7373
O -0.6133 -0.2220 6.1524
C -1.5462 0.2335 5.1487
H 2.9055 -3.1947 1.8561
H 3.8460 -2.2698 3.0290
H 2.6394 -1.4772 2.0010
H 2.8315 -3.8211 4.9455
H 1.6053 -4.5517 3.7500
H 0.7531 -4.5000 5.8809
H -0.1565 -3.4326 4.8228
H 1.3023 -1.6281 5.8614
H 0.6087 -1.6471 8.1837
H -0.2335 -3.1370 7.8339
H -1.6586 -1.2244 7.5739
H -1.5761 -2.1182 6.0153
H -1.1551 1.1818 4.7778
H -2.5380 0.5338 5.5628
H -1.6582 -0.4974 4.3237
*
```

SMILES	COC[C@H](C)N.COC[C@H](C)N.COC[C@H](C)N.COC[C@H](C)N.COC[C@H](C)N.COCCNCCOC.COCCNCCOC.COCCNCCOC.COCCNCCOC.COCCNCCOC.COCCNCCOC.COCCNCCOC
gap between HOMO and LUMO	9.0	eV
ΔE to the lowest compared entry with this formula, charge and spin	4.24	kcal/mol

No. 2
C9H14 | ωB97M-V with the def2-TZVPD basis set

ORCA input file:
```
! RIJCOSX wB97M-V def2-TZVPD def2/J DEFGRID3
* xyz 0 1
C 2.3147 2.9815 -0.6411
C -1.2174 0.5786 -1.1130
C -1.3230 1.9622 -0.9416
C 0.0240 0.1675 -1.6107
C -0.2333 2.8499 -0.9277
C 1.1076 1.0298 -1.6147
C 1.0326 2.3010 -1.0741
H -2.0617 -0.0635 -0.9359
H -2.2809 2.4470 -0.7802
H 0.1870 -0.7970 -2.0789
H -0.3732 3.8821 -0.6390
H 2.0676 0.7020 -1.9985
H 3.1348 2.2743 -0.7410
H 2.1968 3.2963 0.3963
H 2.5880 3.8947 -1.1756
C -1.4740 -3.5957 1.5025
C -0.3468 -3.2984 2.4871
H -2.0123 -2.6877 1.2392
H -1.1219 -4.0589 0.5827
H -2.2169 -4.2749 1.9138
H 0.1020 -2.3149 2.3171
H 0.5568 -3.8952 2.3090
H -0.6506 -3.3805 3.5240
*
```

SMILES	Cc1ccccc1.CC
gap between HOMO and LUMO	9.9	eV
ΔE to the lowest compared entry with this formula, charge and spin	16.59	kcal/mol

No. 3
C24H42Br12F9FeO6 | ωB97M-V with the def2-TZVPD basis set

ORCA input file:
```
! RIJCOSX wB97M-V def2-TZVPD def2/J DEFGRID3
* xyz -1 5
Fe 21.4856 18.7064 -20.9078
C 20.3284 19.6018 -18.7297
O 21.3820 20.2683 -19.4495
O 19.8653 18.6817 -19.6268
C 20.7929 19.0410 -17.3399
F 20.4792 19.8958 -16.3362
F 20.0849 17.9005 -17.1196
F 22.1034 18.7295 -17.2571
C 21.3471 21.6823 -19.5217
C 22.5872 22.1529 -20.2456
H 23.4819 21.5944 -19.9481
H 22.4683 21.8152 -21.2774
H 22.8518 23.1925 -20.0656
H 21.2778 22.1929 -18.5558
H 20.4718 22.0236 -20.0897
H 19.4637 20.2322 -18.4807
C 21.9563 19.3008 -23.5889
O 20.6664 19.0909 -23.0690
O 22.7598 19.0460 -22.5364
C 22.2164 18.5282 -24.9081
F 21.4142 18.8841 -25.9267
F 23.4782 18.6842 -25.2905
F 22.0359 17.2000 -24.6844
C 19.4944 19.5143 -23.7578
C 18.2653 19.3508 -22.8277
H 18.0909 20.3027 -22.3314
H 17.3668 18.8889 -23.2347
H 18.5216 18.6309 -22.0406
H 19.3951 19.0986 -24.7568
H 19.4730 20.5992 -23.9087
H 22.0332 20.3801 -23.8266
C 27.5993 21.0385 -22.1253
O 26.9004 20.6019 -20.9256
O 27.5366 20.0243 -22.9994
C 26.8614 22.3129 -22.6376
F 27.1748 23.3886 -21.8231
F 27.0729 22.6789 -23.8980
F 25.5121 22.1537 -22.4589
C 27.3696 21.2133 -19.7513
C 26.6355 20.7828 -18.5022
H 25.5421 20.7754 -18.5633
H 26.9318 19.7780 -18.1873
H 26.8947 21.4081 -17.6460
H 27.5637 22.2913 -19.7553
H 28.3907 20.8191 -19.5922
H 28.6591 21.1525 -21.8444
Br 21.2172 23.0967 -15.9366
C 23.1443 23.3117 -16.2740
C 24.0626 22.2258 -15.7981
Br 25.8760 22.9309 -15.6256
H 23.3886 24.2932 -15.8703
H 23.1936 23.5596 -17.3366
H 24.0486 21.2832 -16.3381
H 23.6941 21.9787 -14.7996
Br 21.0134 15.7940 -21.4923
C 19.3898 14.8773 -20.8668
C 18.9961 15.4070 -19.5155
Br 17.6105 14.2851 -18.7382
H 19.6056 13.8098 -20.8486
H 18.6199 14.9346 -21.6334
H 18.5740 16.4089 -19.5149
H 19.7846 15.4306 -18.7694
Br 15.4205 17.3807 -20.8840
C 15.2791 18.8807 -19.6555
C 16.6146 19.6072 -19.7185
Br 16.5364 21.1935 -18.5619
H 15.1759 18.5424 -18.6289
H 14.5169 19.5369 -20.0560
H 16.7551 19.9872 -20.7284
H 17.4788 19.0096 -19.4443
Br 21.5160 26.2440 -23.3247
C 19.9364 25.4170 -24.1412
C 20.1399 23.9579 -24.5067
Br 20.3321 22.9817 -22.7728
H 19.7564 26.0046 -25.0391
H 19.1671 25.5464 -23.3872
H 21.0769 23.8640 -25.0472
H 19.2777 23.5514 -25.0239
Br 17.2538 21.2257 -14.9023
C 18.7472 20.5560 -13.7970
C 18.5933 19.0414 -13.6251
Br 20.1462 18.3062 -12.7346
H 18.6892 20.9086 -12.7647
H 19.7482 20.8466 -14.1046
H 18.5383 18.5229 -14.5785
H 17.6934 18.8409 -13.0519
Br 21.7120 26.4772 -17.2417
C 20.0242 26.3436 -18.2218
C 20.0874 25.3625 -19.3788
Br 18.3548 25.2962 -20.2840
H 19.5584 27.2828 -18.5193
H 19.2602 25.9688 -17.5369
H 20.3160 24.3589 -19.0223
H 20.8895 25.5703 -20.0862
*
```

gap between HOMO and LUMO	4.7	eV
ΔE to the lowest compared entry with this formula, charge and spin	92.84	kcal/mol

No. 4
C19H21N3O3 | ωB97M-V with the def2-TZVPD basis set

ORCA input file:
```
! RIJCOSX wB97M-V def2-TZVPD def2/J DEFGRID3
* xyz 0 1
C 0.3783 7.3682 -2.5857
C 0.1038 6.1690 -3.4847
C 0.0192 4.8746 -2.6811
C -0.2805 3.6711 -3.5766
O -0.4191 2.4717 -2.8426
C 0.6812 1.8453 -2.3515
C 2.0046 2.1840 -2.6267
C 3.0263 1.4336 -2.0760
C 2.7744 0.3537 -1.2483
C 1.4552 0.0188 -0.9680
C 0.4205 0.7604 -1.5198
H -0.6017 0.4957 -1.3057
O 1.0630 -1.0177 -0.1597
C 2.0475 -1.7899 0.4798
C 1.3967 -2.7991 1.4199
O 2.0585 -3.5971 2.0531
N 0.0491 -2.7045 1.4773
C -0.7787 -3.4777 2.2637
N -2.0730 -3.3344 2.2892
C -2.5133 -4.2751 3.1892
C -3.8005 -4.5761 3.6167
C -3.9466 -5.5850 4.5464
C -2.8495 -6.2869 5.0479
C -1.5610 -6.0051 4.6368
C -1.4067 -4.9943 3.7048
N -0.3051 -4.4549 3.0862
H 0.6722 -4.6898 3.1822
H -0.7118 -6.5473 5.0243
H -3.0135 -7.0684 5.7748
H -4.9345 -5.8422 4.8990
H -4.6466 -4.0327 3.2285
H -0.4097 -2.0071 0.9037
H 2.6585 -2.3474 -0.2440
H 2.7212 -1.1655 1.0837
H 3.5996 -0.2063 -0.8400
H 4.0500 1.6976 -2.2963
H 2.2518 3.0156 -3.2659
H 0.4819 3.5674 -4.3587
H -1.2508 3.8054 -4.0635
H 0.9584 4.7087 -2.1489
H -0.7731 4.9539 -1.9340
H 0.8989 6.0827 -4.2292
H -0.8352 6.3230 -4.0208
H 0.4368 8.2809 -3.1736
H 1.3189 7.2404 -2.0547
H -0.4157 7.4828 -1.8515
*
```

SMILES	CCCCOc1cccc(OCC(=O)Nc2nc3ccccc3[nH]2)c1
gap between HOMO and LUMO	8.8	eV
ΔE to the lowest compared entry with this formula, charge and spin	27.65	kcal/mol

| no. | highest occupied orbital energy (eV) |
| --- | --- |
| 1 | -8.45 |
| 2 | -8.96 |
| 3 | -3.21 |
| 4 | -8.12 |